Model a:
Below is the ion C6H14NO with charge +1, with properties calculated with ωB97M-V/def2-TZVPD.

Last column: Löwdin charge in e.
Positions of all 22 atoms, in Å:
C 0.53 1.88 -0.53  -0.029
C -0.08 0.48 -0.54  -0.185
C -1.32 0.25 0.41  -0.239
C -2.61 -0.22 -0.22  -0.072
C -1.70 -1.18 0.48  -0.130
N 1.00 -0.57 -0.06  -0.228
C 2.18 -0.14 0.55  -0.033
O 1.25 -1.51 -1.02  0.043
H 0.80 2.13 0.60  0.129
H 1.45 1.98 -1.07  0.073
H -0.19 2.65 -0.87  0.114
H -0.44 0.10 -1.50  0.155
H -1.32 0.88 1.22  0.116
H -3.56 -0.02 0.32  0.128
H -2.83 0.03 -1.29  0.134
H -1.13 -1.95 0.01  0.102
H -2.05 -1.57 1.44  0.130
H 0.41 -1.07 0.77  0.217
H 2.92 0.40 -0.05  0.129
H 2.63 -1.15 0.98  0.172
H 1.87 0.46 1.38  0.103
H 2.19 -1.87 -1.04  0.172

Summary:
- 2S+1 = 1
- net charge = +1
- SMILES = C[C@H](C1CC1)[N@H+](C)O
- HOMO level (eV) = -14.95



Model b:
Below is a cluster of 2 separate species, C6H14NO in total, with properties calculated with ωB97M-V/def2-TZVPD.

Last column: Löwdin charge in e.
Positions of all 22 atoms, in Å:
C -2.32 -1.76 -0.66  -0.045
C -1.78 -0.60 -0.97  0.054
C -0.62 -0.18 1.77  -0.028
C 1.81 1.49 0.46  0.011
C 1.12 0.61 -1.57  -0.006
C 0.07 -0.32 0.52  -0.381
N 0.62 0.89 -0.19  -0.137
O 1.00 -1.29 0.23  0.003
H -3.33 -1.89 -0.93  0.050
H -1.89 -2.73 -0.35  0.085
H -1.94 0.36 -1.34  0.036
H -1.41 0.46 1.64  0.067
H -0.02 0.22 2.63  0.121
H -1.24 -1.00 2.08  0.102
H 2.56 0.78 0.77  0.120
H 2.21 2.29 0.00  0.074
H 1.43 1.78 1.44  0.109
H 1.03 1.55 -2.08  0.107
H 1.99 0.02 -1.65  0.100
H 0.29 0.03 -2.12  0.120
H -0.23 1.57 -0.16  0.226
H 0.66 -2.27 0.48  0.211

Summary:
- 2S+1 = 1
- net charge = +1
- HOMO level (alpha / beta) (eV) = -12.10 / -12.10



Stability, lowest: model b



Model a:
Below is the ion C6H14NO with charge +1, with properties calculated with ωB97M-V/def2-TZVPD.

Last column: Löwdin charge in e.
Positions of all 22 atoms, in Å:
C 1.45 1.37 -0.99  -0.044
C 1.12 0.50 0.26  -0.169
N 0.02 -0.47 0.05  -0.213
C 0.25 -1.40 -1.28  0.075
C -0.13 -1.49 1.18  0.050
C -1.30 0.31 -0.09  -0.388
C -1.74 1.07 1.08  0.016
O -1.79 0.29 -1.19  0.181
H 2.48 0.99 -1.40  0.117
H 0.76 1.12 -1.88  0.102
H 1.72 2.37 -0.69  0.074
H 0.77 1.12 1.07  0.108
H 2.07 0.05 0.45  0.126
H 1.07 -2.11 -1.24  0.112
H -0.69 -1.84 -1.64  0.107
H 0.46 -0.66 -2.06  0.068
H 0.80 -1.81 1.45  0.079
H -0.76 -0.90 1.89  0.103
H -0.75 -2.36 0.84  0.133
H -2.15 1.96 0.68  0.095
H -2.60 0.55 1.43  0.097
H -1.07 1.33 2.05  0.171

Summary:
- 2S+1 = 1
- net charge = +1
- SMILES = CC[N+](C)(C)C(C)=O
- HOMO level (eV) = -15.49



Model b:
Below is a cluster of 2 separate species, C6H14NO in total, with properties calculated with ωB97M-V/def2-TZVPD.

Last column: Löwdin charge in e.
Positions of all 22 atoms, in Å:
C -1.55 0.84 -0.03  -0.130
C -0.47 0.74 -1.11  -0.133
C 0.32 -0.56 -0.96  -0.337
C 1.63 -0.53 -1.16  0.086
C 0.04 -2.90 -0.11  0.043
C -0.40 -1.84 -0.78  -0.160
N -0.97 0.52 1.33  0.202
H -2.38 0.16 -0.23  0.127
H -1.88 1.88 0.00  0.132
H 0.27 1.48 -0.82  0.098
H -0.94 0.86 -2.07  0.137
H 2.27 0.33 -1.38  0.079
H 2.32 -1.37 -1.04  0.081
H 1.03 -2.84 0.34  0.070
H -0.39 -3.89 -0.12  0.071
H -1.40 -1.90 -1.21  0.112
H 0.03 0.79 1.30  0.112
H -0.93 -0.48 1.49  0.156
H -1.41 1.10 2.04  0.167
H 1.88 2.45 0.75  0.062
H 1.57 2.90 2.22  0.061
O 1.36 2.26 1.54  -0.034

Summary:
- 2S+1 = 1
- net charge = +1
- HOMO level (eV) = -12.81



Stability, lowest: model a



Model a:
Below is a cluster of 2 separate species, C6H12O2 in total, with properties calculated with ωB97M-V/def2-TZVPD.

Last column: Löwdin charge in e.
Positions of all 20 atoms, in Å:
C 0.93 -2.71 0.49  -0.130
C 0.93 -1.94 -0.83  -0.254
C -0.20 -0.93 -0.62  -0.143
C 0.00 0.40 -0.68  -0.184
C -1.08 1.33 -0.58  -0.102
C -0.77 2.67 -0.48  -0.232
O -1.65 3.61 -0.31  -0.006
H 0.02 -3.18 0.79  0.061
H 1.33 -2.00 1.18  0.065
H 1.67 -3.53 0.46  0.072
H 0.72 -2.67 -1.80  0.152
H 1.91 -1.56 -1.03  0.086
H -1.20 -1.38 -0.51  0.124
H 1.04 0.84 -0.69  0.146
H -1.98 0.99 -0.28  0.075
H 0.10 3.16 -0.84  0.122
H -2.65 3.33 -0.09  0.199
O 0.39 1.08 2.31  -0.074
H 0.22 0.52 1.52  0.006
H 0.25 1.97 1.98  0.017

Summary:
- 2S+1 = 1
- SMILES = CC/C=C/C=C/O.O
- HOMO level (eV) = -7.99



Model b:
Below is a cluster of 2 separate species, C6H12O2 in total, with properties calculated with ωB97M-V/def2-TZVPD.

Last column: Löwdin charge in e.
Positions of all 20 atoms, in Å:
C 0.39 -3.16 -0.48  -0.100
C -0.23 -1.88 -0.90  -0.168
C -0.19 -0.73 -0.20  -0.127
C -1.10 0.39 -0.56  -0.211
C -0.51 1.84 -0.52  -0.158
C -0.48 2.55 0.79  -0.282
O -0.80 1.99 1.81  0.038
H 0.87 -3.56 -1.38  0.074
H -0.37 -3.87 -0.16  0.076
H 1.11 -3.00 0.32  0.073
H -0.76 -1.66 -1.82  0.104
H 0.26 -0.66 0.78  0.102
H -1.90 0.49 0.23  0.120
H -1.85 0.41 -1.36  0.111
H -1.00 2.30 -1.38  0.115
H 0.59 1.71 -0.65  0.122
H -0.22 3.64 0.82  0.135
O 2.38 1.26 1.43  -0.057
H 1.49 1.62 1.57  0.002
H 2.31 0.33 1.65  0.033

Summary:
- 2S+1 = 1
- SMILES = C/C=C/CCC=O.O
- HOMO level (eV) = -9.18



Model c:
Below is a cluster of 2 separate species, C6H12O2 in total, with properties calculated with ωB97M-V/def2-TZVPD.

Last column: Löwdin charge in e.
Positions of all 20 atoms, in Å:
C -2.98 1.18 1.05  -0.072
C -2.38 -0.02 0.35  -0.048
C -1.13 0.07 -0.20  -0.115
C -0.36 -0.79 -0.99  0.162
C 1.08 -0.61 -0.65  -0.480
O 1.86 -1.74 -0.79  -0.043
C 1.84 0.59 -1.26  -0.018
H -3.08 2.00 0.33  0.090
H -2.29 1.45 1.87  0.099
H -3.88 0.83 1.52  0.069
H -2.92 -0.94 0.59  0.119
H -0.72 1.07 -0.20  0.128
H -0.77 -1.77 -1.22  0.143
H 1.07 -0.44 0.44  0.145
H 2.02 0.33 -2.32  0.093
H 1.34 1.55 -1.37  0.065
H 2.82 0.73 -0.78  0.091
H 2.36 -1.70 0.06  0.023
H 3.35 -0.86 2.18  -0.079
O 2.80 -0.96 1.40  -0.372

Summary:
- 2S+1 = 1
- HOMO level (eV) = -7.62



Stability, lowest: model c



Model a:
Below is the ion C8H13N6 with charge +1, with properties calculated with ωB97M-V/def2-TZVPD.

Last column: Löwdin charge in e.
Positions of all 27 atoms, in Å:
C 1.57 -2.08 2.58  -0.115
C 0.17 -2.02 2.48  0.010
C 1.25 -0.82 0.89  -0.334
C -0.82 -0.67 -1.91  -0.422
C -0.85 1.30 -0.54  -0.021
C 0.61 1.43 0.05  -0.300
C -1.14 -1.20 0.47  -0.062
C 0.68 2.13 1.40  -0.018
N 2.25 -1.36 1.63  0.132
N -0.02 -1.36 1.19  0.003
N 1.43 0.17 -0.05  0.087
N -0.99 0.62 -1.73  0.079
N -1.21 -1.45 -0.90  0.100
N -0.68 -1.24 -3.07  0.199
H 2.00 -2.65 3.30  0.071
H -0.70 -2.24 3.06  0.104
H -1.61 2.00 -0.31  0.112
H 1.02 1.98 -0.89  0.163
H -2.03 -1.65 0.74  0.120
H 0.27 1.43 2.09  0.072
H -0.02 2.88 1.62  0.069
H 1.68 2.44 1.66  0.093
H 2.38 0.46 0.03  0.121
H -0.68 1.30 -2.48  0.202
H -1.54 -2.42 -1.20  0.204
H -0.24 -0.87 -3.96  0.177
H -1.15 -2.14 -3.29  0.154

Summary:
- 2S+1 = 1
- net charge = +1
- HOMO level (alpha / beta) (eV) = -11.30 / -11.16



Model b:
Below is the ion C8H13N6 with charge +1, with properties calculated with ωB97M-V/def2-TZVPD.

Last column: Löwdin charge in e.
Positions of all 27 atoms, in Å:
C 3.62 1.38 0.16  -0.053
C 2.08 1.04 0.07  -0.158
C 1.79 -0.28 -0.16  -0.015
N 0.62 -1.06 -0.18  0.006
N -0.66 -0.61 -0.57  0.007
C -1.80 -1.37 -0.28  -0.306
C -2.18 -2.04 0.93  -0.092
N -3.22 -2.83 1.04  0.082
C -4.03 -3.01 -0.07  -0.098
C -3.82 -2.24 -1.16  -0.113
N -2.71 -1.47 -1.21  0.109
C 1.31 2.25 0.32  -0.342
N 1.92 3.32 0.86  0.200
N 0.02 2.26 0.11  0.209
H 4.00 1.51 1.13  0.061
H 3.88 2.27 -0.46  0.098
H 4.12 0.44 -0.23  0.104
H 2.59 -0.92 -0.18  0.097
H 0.84 -2.11 -0.28  0.191
H -0.67 -0.47 -1.59  0.152
H -1.59 -2.05 1.85  0.110
H -4.98 -3.60 0.08  0.130
H -4.38 -2.29 -2.09  0.118
H 2.93 3.32 1.05  0.129
H 1.29 4.10 0.87  0.127
H -0.61 3.06 0.32  0.161
H -0.35 1.44 -0.34  0.085

Summary:
- 2S+1 = 1
- net charge = +1
- SMILES = CC(/C=[NH+]\Nc1cnccn1)=C(N)N
- HOMO level (eV) = -12.13



Stability, lowest: model a